A 2-piece molecular cluster, C11H17P overall in a non-equilibrium geometry, computed with ωB97M-V/def2-TZVPD.

The geometry in XYZ format:
```
29
Properties=species:S:1:pos:R:3:forces:R:3:lowdin_charge:R:1
H 0.633 -1.899 -3.963 0.369 0.769 -1.326 0.0778
H -0.379 -3.195 -3.249 -0.554 -0.440 -1.095 0.0909
C -0.127 -1.231 0.367 1.566 -0.948 -0.239 -0.2905
H -1.988 1.071 2.268 1.243 -0.124 -1.035 0.1023
H 2.304 -1.300 1.683 -1.077 -0.024 1.459 0.1156
C 0.286 -2.365 -3.094 -0.536 -1.947 0.839 -0.1418
H 0.489 1.520 3.691 0.339 -0.193 -2.361 0.1198
H 0.419 -2.228 0.424 -1.582 0.624 -0.799 0.0894
H -1.184 2.570 1.680 -0.235 -1.615 -0.146 0.0963
H -1.854 1.520 0.476 0.672 -0.765 0.974 0.0538
H 0.825 2.711 2.364 0.378 0.206 0.311 0.0567
H 0.544 2.635 0.142 1.029 0.573 0.198 0.0791
C -2.135 -0.215 -3.580 2.533 -1.528 1.727 -0.2112
C 0.428 -0.481 1.327 -1.024 -1.407 -0.121 -0.3941
H 0.139 1.393 -0.805 1.042 -0.699 0.255 0.0266
C -1.287 1.436 1.451 -0.854 2.539 0.080 -0.0856
C -0.413 -1.543 -2.189 -2.473 3.750 0.597 -0.2940
H 0.880 -2.289 2.399 1.138 2.155 0.489 0.1144
C 1.326 -1.212 2.295 0.681 -0.607 -0.962 -0.0627
H -3.518 0.125 -5.283 0.191 0.508 -0.182 -0.0258
P -1.084 -0.512 -1.061 0.786 -2.309 -0.254 0.9869
C 0.212 0.966 1.370 -0.990 1.531 1.008 -0.6024
C 0.803 1.582 0.064 -1.142 0.574 0.821 -0.0625
H 1.492 -0.569 3.197 -0.081 -1.414 -0.490 0.0624
H 2.068 1.315 2.646 -2.792 1.124 -0.157 0.1284
H 1.874 1.328 -0.007 -0.587 0.375 -0.504 0.1076
C 0.891 1.651 2.593 2.496 -0.807 1.148 -0.0930
C -2.731 0.147 -4.562 -1.295 -0.266 -0.948 -0.1443
H 1.087 -2.932 -2.645 0.758 0.364 0.714 0.1000
```
Positions in Å, forces in eV/Å.

Calculated values
E_tot = -20961.49714 eV
ΔE to the lowest compared entry with this formula, charge and spin = 203.6 kcal/mol
Strongest force on any atom = 0.088 Eh/bohr
Lowest unoccupied orbital energy = -0.93 eV
Frontier orbital gap = 7.55 eV

C11H16N4O5 in the gas phase in a non-equilibrium geometry, computed with ωB97M-V/def2-TZVPD.

The geometry in XYZ format:
```
36
Properties=species:S:1:pos:R:3:forces:R:3:lowdin_charge:R:1
C 3.559 -1.756 1.084 -2.070 0.290 -3.778 -0.1679
C 2.509 -0.863 -0.625 -0.571 1.789 1.410 -0.2312
H 3.956 -2.015 1.977 0.468 -1.179 2.844 0.0878
C -2.827 -1.772 -0.571 1.018 -0.618 0.116 -0.5523
N -1.677 1.817 1.695 0.500 1.807 -0.229 0.0687
C 3.805 -1.019 -0.977 0.866 -0.249 -1.684 -0.0871
N 4.348 -1.777 -0.013 2.892 -0.421 1.089 0.0248
H -4.022 -2.116 1.099 0.418 0.077 -0.017 0.1374
H -3.667 -0.094 2.250 1.178 0.650 -0.487 0.1427
C -2.011 0.673 0.883 2.541 -0.033 -1.500 -0.3387
O -1.573 -1.423 -1.016 0.263 -0.448 1.872 0.0858
H -1.195 -0.057 1.009 0.038 0.441 0.151 0.1218
O 1.439 3.158 -0.863 -0.088 2.283 -0.547 0.1706
N 2.368 -1.273 0.749 0.759 0.419 -0.880 0.1110
O -2.808 1.409 -1.414 0.222 -0.501 0.501 0.0786
O -3.582 -2.313 -1.283 -1.874 -0.870 -2.175 0.1707
O 2.416 1.880 0.637 3.066 2.395 1.802 0.1555
C -1.872 1.080 -0.709 -0.122 0.938 1.685 -0.4093
C 0.716 0.961 -0.497 -3.472 0.721 -0.953 -0.2981
H 1.970 0.749 -2.032 0.385 -1.251 0.131 0.1535
H 0.758 -0.479 -1.948 0.293 -0.548 0.300 0.1211
H 0.522 0.509 0.389 -0.777 -1.334 2.839 0.1002
H 2.718 1.111 1.142 -1.361 -0.505 -0.723 0.1318
C 1.490 2.165 -0.235 0.341 -2.600 0.192 -0.5689
C 1.495 0.024 -1.315 1.114 -0.106 -2.395 -0.0752
H -3.999 0.289 0.607 -1.045 0.689 -0.462 0.1077
H -2.389 2.551 1.811 -0.322 -0.964 -0.149 0.0960
C -3.212 -0.069 1.228 -2.771 -1.750 -0.017 -0.1443
H -0.973 2.367 1.176 -0.037 -0.520 0.560 0.0783
N -0.570 1.307 -1.142 0.388 1.126 -0.491 0.1176
H 4.603 -0.606 -1.638 -1.728 -0.409 -0.359 0.1481
H -2.223 -1.899 1.371 -0.005 -0.675 0.371 0.1323
H -1.746 -0.890 -1.761 0.027 0.698 -2.119 0.0782
H 5.267 -2.223 -0.177 -0.884 0.649 0.877 0.1708
H -0.485 2.170 -1.724 -0.244 -1.218 0.346 0.1675
C -3.108 -1.576 0.832 0.592 1.228 1.880 -0.0855
```
Positions in Å, forces in eV/Å.

Calculated values
E_tot = -27862.67181 eV
ΔE to the lowest compared entry with this formula, charge and spin = 87.9 kcal/mol
Strongest force on any atom = 0.084 Eh/bohr
Lowest unoccupied orbital energy = 0.29 eV
Frontier orbital gap = 9.43 eV

An isolated ion of composition F2H4N2P and charge +1 in a non-equilibrium geometry, computed with ωB97M-V/def2-TZVPD.

The geometry in XYZ format:
```
9
Properties=species:S:1:pos:R:3:forces:R:3:lowdin_charge:R:1
H 2.041 -0.308 -0.661 0.751 1.126 -0.210 0.0794
H -1.926 0.078 0.519 -0.004 0.653 -0.471 0.1181
N -1.170 0.700 0.222 0.540 -0.655 0.987 0.0186
H 0.968 -1.425 -0.415 -0.290 0.032 0.599 0.0966
N 1.373 -0.594 0.021 -2.013 0.133 0.356 0.0000
F 0.397 -0.051 2.213 -1.071 0.154 -0.046 0.0026
H -1.283 1.475 -0.435 -0.425 -0.455 0.266 0.1194
F 1.004 1.826 0.789 -0.501 -1.082 -0.139 -0.0261
P 0.308 0.445 0.783 3.013 0.093 -1.341 0.5914
```
Positions in Å, forces in eV/Å.

Calculated values
E_tot = -17764.51975 eV
ΔE to the lowest compared entry with this formula, charge and spin = 0.4 kcal/mol
Strongest force on any atom = 0.064 Eh/bohr
Lowest unoccupied orbital energy = -4.07 eV
Total charge = +1
Frontier orbital gap = 12.50 eV